1.
DFT (the ωB97M-V functional and the def2-TZVPD basis) results for CH5INP as an isolated structure.

Its molecular weight is 188.936 g mol⁻¹. The calculation puts the relative energy (zero: lowest compared OMol25 entry of this formula, charge and spin) at 2.941 eV. The calculation puts the lowest unoccupied orbital energy at -0.3 eV.

Structure (XYZ):
```
9
Properties=species:S:1:pos:R:3:forces:R:3:nbo_charge:R:1
C 0.6191 -1.0345 -0.2350 -2.748 5.165 -0.275 -0.387
N 0.4161 0.2554 0.5618 0.451 -0.457 -0.650 -0.920
P -0.3930 1.5592 -0.2189 0.085 -1.172 0.000 0.577
I 0.3698 0.0868 2.6245 -0.070 -0.124 -0.892 0.282
H -0.2820 -1.5159 -0.2802 -2.750 -1.290 -0.420 0.175
H 0.8749 -0.7718 -1.2324 1.018 0.023 -0.603 0.212
H 1.1347 -1.6254 0.3404 4.001 -3.128 2.398 0.198
H -1.6111 1.5937 0.4712 -0.834 -0.322 -0.147 -0.078
H -0.0210 2.4915 0.6912 0.848 1.305 0.589 -0.059
```
Forces are in eV/Å.

2.
DFT (the ωB97M-V functional and the def2-TZVPD basis) results for CH5KN as an isolated structure.

Its molecular weight is 70.156 g mol⁻¹. The calculation puts the relative energy (zero: lowest compared OMol25 entry of this formula, charge and spin) at 0.357 eV. The calculation puts the lowest unoccupied orbital energy at -4.5 eV. Its charge is +1.

Structure (XYZ):
```
8
Properties=species:S:1:pos:R:3:forces:R:3:nbo_charge:R:1
N -0.4469 -0.3944 -0.4029 -0.354 -0.295 -0.394 -0.867
C 0.0141 -0.1992 0.9761 0.153 0.139 0.119 -0.415
H -0.2721 -1.3603 -0.7013 -0.142 0.503 0.195 0.359
H -1.4624 -0.2585 -0.4593 0.541 -0.128 0.056 0.359
H 1.1051 -0.3596 1.0023 -0.440 0.107 0.120 0.190
H -0.4580 -0.8710 1.7127 0.166 0.223 -0.199 0.186
H -0.1952 0.8441 1.2667 0.154 -0.443 -0.001 0.190
K 1.7155 2.5989 -3.3943 -0.077 -0.106 0.103 0.996
```
Forces are in eV/Å.

3.
DFT (the ωB97M-V functional and the def2-TZVPD basis) results for an isolated ion of composition CH5N2 and charge +1.

Its molecular weight is 45.065 g mol⁻¹. The calculation puts the relative energy (zero: lowest compared OMol25 entry of this formula, charge and spin) at 0.584 eV. As for the SMILES: NC=[NH2+]. The calculation puts the lowest unoccupied orbital energy at -4.2 eV. Its charge is +1.

Structure (XYZ):
```
8
Properties=species:S:1:pos:R:3:forces:R:3:nbo_charge:R:1
N 0.4206 -1.0526 -0.4883 0.446 1.903 -1.630 -0.680
C -0.1544 -0.2144 0.3004 -1.572 3.030 1.836 0.415
N -0.4413 1.1170 0.2028 1.925 -2.431 -2.144 -0.710
H 0.7149 -1.9923 -0.2927 -0.313 -0.252 0.397 0.464
H 0.7668 -0.6083 -1.3351 0.244 -0.744 -0.209 0.421
H -0.5589 -0.4654 1.2196 -0.294 -1.837 1.745 0.217
H -0.7141 1.6669 1.0187 0.049 -0.429 -0.493 0.457
H -0.0337 1.5491 -0.6254 -0.485 0.760 0.499 0.415
```
Forces are in eV/Å.

no.,frontier orbital gap (eV),total energy (eV)
1,8.33,-19995.487
2,7.81,-18927.530
3,12.59,-4091.403